one) Molecular formula: C2H8N3O2
Method: DFT, ωB97M-V/def2-TZVPD

Positions of all 15 atoms, in Å:
1 O -1.567 -0.502 -0.787
2 O 0.960 0.246 -0.405
3 N -1.219 0.684 -0.288
4 N -2.221 1.487 0.049
5 N 0.046 1.136 -0.040
6 C -1.159 -1.680 -0.073
7 C 2.306 0.699 -0.341
8 H -2.009 2.472 0.148
9 H 2.355 1.754 -0.082
10 H -1.333 -1.561 0.997
11 H -0.117 -1.928 -0.271
12 H -1.809 -2.457 -0.470
13 H -3.142 1.216 -0.285
14 H 2.742 0.525 -1.327
15 H 2.839 0.098 0.398

Values from the calculation:
molecular weight: 106.10 g/mol
highest occupied orbital energy: -14.25 eV
structure (SMILES): CO/N=[N+](/N)OC
net charge: +1


two) Molecular formula: C2H8N3O2
Method: DFT, ωB97M-V/def2-TZVPD

Positions of all 15 atoms, in Å:
1 O 1.683 0.546 0.492
2 O -1.421 -0.090 -1.973
3 N -1.124 -0.065 -0.703
4 N -1.957 -0.030 0.179
5 N -0.264 0.013 2.265
6 C 2.018 0.234 -0.590
7 C 2.381 -0.104 -1.768
8 H -0.172 -0.882 2.745
9 H 0.592 0.202 1.684
10 H -2.382 -0.077 -2.195
11 H -2.960 -0.016 -0.079
12 H -0.387 0.762 2.950
13 H 3.387 -0.403 -1.991
14 H 1.682 -0.080 -2.585
15 H -1.077 -0.009 1.570

Values from the calculation:
molecular weight: 106.10 g/mol
highest occupied orbital energy: -13.06 eV
net charge: +1


Which of them is the least stable? Correct choice: one).


one) Molecular formula: C8H14N
Method: DFT, ωB97M-V/def2-TZVPD

Positions of all 23 atoms, in Å:
1 N -0.373 1.525 0.687
2 C 2.296 0.627 1.405
3 C -1.345 0.846 0.095
4 C -2.550 1.699 -0.306
5 C 2.546 0.491 0.227
6 C 2.828 0.393 -1.179
7 C -0.566 -2.842 0.136
8 C -0.411 -1.402 0.381
9 C -1.407 -0.537 -0.001
10 H 2.963 -0.718 -1.569
11 H 2.038 0.828 2.442
12 H -1.424 -3.412 0.532
13 H 0.529 1.302 1.108
14 H -2.300 -0.937 -0.418
15 H -2.582 2.517 0.431
16 H 0.328 -3.462 0.294
17 H 0.578 -1.110 0.667
18 H -2.416 2.228 -1.273
19 H 3.826 0.702 -1.558
20 H 1.934 0.805 -1.664
21 H -0.825 -3.156 -1.005
22 H -0.269 2.488 0.777
23 H -3.399 1.124 -0.210

Values from the calculation:
molecular weight: 124.21 g/mol
highest occupied orbital energy: -13.81 eV
net charge: +1


two) Molecular formula: C8H14N
Method: DFT, ωB97M-V/def2-TZVPD

Positions of all 23 atoms, in Å:
1 N 0.241 -1.673 -1.173
2 C 0.223 0.701 -0.009
3 C 0.281 3.244 0.066
4 C 0.720 -3.390 0.864
5 C 0.887 1.907 0.056
6 C 0.780 -0.672 -0.105
7 C -1.275 3.044 0.163
8 C 0.189 -2.137 0.279
9 C -1.021 -2.171 -0.579
10 H 1.883 -0.817 0.073
11 H -1.664 4.093 0.337
12 H -0.921 0.858 0.056
13 H -1.802 2.728 -0.686
14 H 1.543 -3.301 1.509
15 H -1.437 2.513 1.006
16 H -1.326 -3.126 -0.993
17 H 0.229 3.691 -1.014
18 H 1.127 -4.131 0.202
19 H 1.889 1.989 0.110
20 H -1.829 -1.577 -0.376
21 H 0.738 -1.905 -2.017
22 H -0.094 -3.735 1.409
23 H 0.638 3.868 0.820

Values from the calculation:
molecular weight: 124.21 g/mol
highest occupied orbital energy: -13.27 eV
structure (SMILES): CC/C=C/[C@@H]1[N@@H+]2C[C@]12C
net charge: +1


Which of them is the least stable? Correct choice: two).


one) Molecular formula: CH6N2S
Method: DFT, ωB97M-V/def2-TZVPD

Positions of all 10 atoms, in Å:
1 S -0.603 0.628 2.806
2 N 0.691 0.561 -0.730
3 N -0.478 -1.511 -0.518
4 C 0.047 -0.623 -1.259
5 H -1.293 0.722 1.658
6 H 0.090 -0.561 -2.405
7 H -0.913 -2.165 -1.118
8 H 1.653 0.730 -1.155
9 H 0.516 0.609 0.332
10 H 0.288 1.609 2.389

Values from the calculation:
molecular weight: 78.14 g/mol
highest occupied orbital energy: -9.58 eV
structure (SMILES): [H]/N=C/N.S


two) Molecular formula: CH6N2S
Method: DFT, ωB97M-V/def2-TZVPD

Positions of all 10 atoms, in Å:
1 S 6.658 0.449 1.295
2 N -3.689 0.468 -0.048
3 N -1.533 -0.198 -0.538
4 C -2.908 -0.355 -0.605
5 H 6.252 -0.529 2.074
6 H 5.431 0.750 0.858
7 H -1.296 0.724 -0.183
8 H -3.221 -1.214 -1.203
9 H -4.664 0.289 -0.258
10 H -1.030 -0.384 -1.393

Values from the calculation:
molecular weight: 78.14 g/mol
highest occupied orbital energy: -9.56 eV
structure (SMILES): [H]/N=C/N.S


Which of them is the least stable? Correct choice: one).


one) Molecular formula: C12H22F3O6RuS5
Method: DFT, ωB97M-V/def2-TZVPD

Positions of all 49 atoms, in Å:
1 Ru -1.068 0.343 -0.379
2 S -0.056 2.167 -2.643
3 S 0.679 -1.847 2.397
4 S -2.526 -0.635 1.165
5 S -0.502 1.856 1.341
6 S 1.821 0.109 -0.248
7 F -2.349 -4.077 -1.766
8 F -0.761 -3.597 -3.159
9 F -2.753 -2.821 -3.483
10 O -0.515 -1.984 -0.914
11 O -2.586 1.508 -0.391
12 O -0.043 0.684 -2.480
13 O 0.248 2.748 -1.324
14 O -1.222 2.694 -3.302
15 O -2.207 -0.868 -1.744
16 C 1.215 1.725 1.913
17 C 2.148 1.593 0.725
18 C -0.781 -2.815 1.958
19 C -2.699 0.664 2.418
20 C -3.475 1.539 -1.490
21 C 2.724 -1.165 0.683
22 C -1.845 -3.105 -2.556
23 C -1.331 1.178 2.819
24 C -2.059 -2.053 2.234
25 C -1.491 -1.888 -1.685
26 C 1.855 -2.336 1.112
27 C 1.342 2.605 -3.641
28 H -2.071 -1.682 3.260
29 H 3.508 -1.539 0.025
30 H -2.951 1.523 -2.444
31 H -3.294 1.436 1.934
32 H -1.404 1.977 3.557
33 H 1.288 0.849 2.558
34 H -0.812 -3.730 2.550
35 H -0.713 -3.080 0.907
36 H 1.287 -2.705 0.261
37 H -0.719 0.370 3.221
38 H 3.217 -0.700 1.539
39 H 1.439 2.622 2.492
40 H 1.225 2.190 -4.639
41 H 1.992 2.412 0.024
42 H -3.255 0.262 3.263
43 H 1.354 3.691 -3.685
44 H -2.903 -2.736 2.126
45 H -4.041 2.470 -1.415
46 H 3.189 1.606 1.047
47 H 2.492 -3.137 1.488
48 H -4.163 0.690 -1.435
49 H 2.245 2.225 -3.170

Values from the calculation:
molecular weight: 580.70 g/mol
highest occupied orbital energy (alpha / beta): -8.61 / -8.62 eV
<S²>: 0.76
2S+1: 2


two) Molecular formula: C12H22F3O6RuS5
Method: DFT, ωB97M-V/def2-TZVPD

Positions of all 49 atoms, in Å:
1 Ru 0.268 0.969 -0.138
2 S -1.876 -0.776 0.775
3 S 0.550 -2.809 1.072
4 S -2.244 1.917 -2.840
5 S 0.834 0.228 2.308
6 S -0.318 2.877 1.201
7 F 1.785 1.297 -4.073
8 F 0.836 -0.045 -5.475
9 F 2.460 -0.748 -4.227
10 O -0.531 -1.185 -3.510
11 O 2.234 1.395 -0.078
12 O 0.747 -0.166 -1.968
13 O -1.955 1.345 -1.341
14 O -3.075 3.071 -2.705
15 O -0.958 2.033 -3.430
16 C 2.925 1.616 -1.291
17 C 1.362 0.044 -4.253
18 C -1.831 -2.321 -0.213
19 C -3.199 0.630 -3.568
20 C 0.384 -0.455 -3.158
21 C 1.293 2.974 2.025
22 C -3.370 0.061 0.119
23 C 2.274 -0.834 1.889
24 C 1.595 1.781 2.897
25 C 1.951 -1.705 0.695
26 C -0.396 -2.752 -0.484
27 C -3.040 1.443 -0.390
28 H -4.063 0.155 0.954
29 H 1.193 1.914 3.900
30 H 3.015 0.704 -1.888
31 H 2.809 -2.316 0.418
32 H -3.807 -0.567 -0.656
33 H 2.486 -1.434 2.775
34 H -4.090 0.474 -2.961
35 H 2.037 3.053 1.244
36 H -2.353 -3.076 0.373
37 H -2.361 -2.151 -1.150
38 H 3.931 1.972 -1.057
39 H -3.471 0.999 -4.558
40 H 3.115 -0.184 1.657
41 H 2.670 1.611 2.961
42 H -2.712 2.074 0.432
43 H -2.571 -0.257 -3.649
44 H 1.679 -1.082 -0.143
45 H 1.294 3.884 2.628
46 H 0.093 -2.056 -1.159
47 H -0.388 -3.745 -0.930
48 H -3.892 1.921 -0.866
49 H 2.438 2.361 -1.925

Values from the calculation:
molecular weight: 580.70 g/mol
highest occupied orbital energy (alpha / beta): -8.28 / -8.23 eV
<S²>: 0.77
2S+1: 2


Which of them is the least stable? Correct choice: two).